{
  "formula": "C8H10O",
  "method": "the ωB97M-V functional and the def2-TZVPD basis",
  "mol_weight_g_mol": 122.167,
  "homo_ev": [-6.597, -6.546],
  "e_tot_ev": -10498.420,
  "orbital_gap_ev": [7.03, 6.99],
  "e_lumo_ev": [0.44, 0.45],
  "elements": ["C", "C", "C", "C", "C", "C", "C", "C", "O", "H", "H", "H", "H", "H", "H", "H", "H", "H", "H"],
  "positions_angstrom": [[0.933, 0.111, 0.243], [-0.502, 0.052, 0.110], [1.596, -1.073, -0.398], [-1.278, -0.170, -1.183], [0.706, -1.321, 0.755], [-1.364, 1.269, -1.308], [0.513, -2.137, 1.796], [-1.417, 2.536, -0.987], [1.668, 1.096, 0.860], [1.107, 1.866, 1.015], [-1.094, 0.345, 0.972], [2.659, -1.165, -0.206], [1.303, -1.375, -1.400], [-0.688, -0.651, -1.961], [-2.237, -0.659, -1.023], [0.943, -3.130, 1.812], [-0.046, -1.822, 2.666], [-1.802, 3.269, -1.691], [-1.000, 2.961, -0.073]],
  "nbo_charge": [0.20, -0.21, -0.45, -0.45, 0.04, 0.02, -0.43, -0.47, -0.67, 0.49, 0.21, 0.24, 0.21, 0.23, 0.25, 0.21, 0.20, 0.20, 0.18]
}